This record from OMol25 describes a cluster of 2 separate species, C2H7N3O3S2 in total in a non-equilibrium geometry. The level of theory is the ωB97M-V functional and the def2-TZVPD basis.

```
17
C2H7N3O3S2 | OMol25 | the ωB97M-V functional and the def2-TZVPD basis
C -0.11 -0.21 0.97
C -1.07 0.83 0.26
N 2.48 1.09 0.41
N 3.72 -0.25 -1.13
N 2.82 0.26 -0.31
O -2.74 -1.40 0.22
O -3.69 0.88 0.67
O -2.81 0.34 -1.57
S 0.47 -1.54 -0.07
S -2.66 0.26 -0.17
H -0.68 -0.71 1.72
H 0.83 0.30 1.32
H -0.57 1.19 -0.69
H -1.32 1.63 1.05
H -3.24 -1.77 -0.49
H 4.58 0.34 -1.14
H 3.97 -1.25 -1.06
```

The value obtained for the relative energy (zero: lowest compared OMol25 entry of this formula, charge and spin) is 39.0 kcal/mol. The LUMO energy (spin up / spin down) comes out at -0.0142 / -0.0582 Eh. For the gap between HOMO and LUMO (spin up / spin down), the calculation gives 8.59 / 6.55 eV.

Here is what natural (NBO) gives for the atomic charges, in e:
1 C -0.590
2 C -0.728
3 N -0.065
4 N -0.609
5 N 0.076
6 O -0.883
7 O -0.912
8 O -0.933
9 S -0.028
10 S 2.325
11 H 0.243
12 H 0.264
13 H 0.280
14 H 0.276
15 H 0.496
16 H 0.365
17 H 0.421

***

This record from OMol25 describes the molecule C16H16ClN3O3S in a non-equilibrium geometry. The level of theory is the ωB97M-V functional and the def2-TZVPD basis.

```
40
C16H16ClN3O3S | OMol25 | the ωB97M-V functional and the def2-TZVPD basis
O 2.97 -0.27 1.81
C 2.04 0.51 1.71
N 0.84 0.26 2.30
C -0.39 0.99 2.06
H -0.20 1.80 1.36
C -1.44 0.02 1.46
N -0.78 -1.07 0.78
S -0.06 -0.62 -0.68
O -0.13 0.80 -0.85
O 1.20 -1.28 -0.83
C -1.24 -1.38 -1.80
C -2.25 -0.61 -2.34
C -3.18 -1.22 -3.16
C -3.10 -2.58 -3.44
C -2.07 -3.32 -2.90
C -1.13 -2.73 -2.07
H -0.31 -3.28 -1.65
H -2.00 -4.38 -3.13
H -3.83 -3.03 -4.09
Cl -4.46 -0.28 -3.84
H -2.29 0.45 -2.12
C 0.00 -1.92 1.67
H -0.65 -2.71 2.06
C 0.61 -1.08 2.80
H 1.57 -1.49 3.11
H -0.06 -1.02 3.66
H 0.79 -2.36 1.06
H -2.08 -0.41 2.23
H -2.06 0.54 0.73
H -0.76 1.41 3.00
C 2.19 1.81 1.00
C 2.64 1.80 -0.32
C 2.81 3.01 -0.97
C 2.52 4.18 -0.28
N 2.12 4.20 0.98
C 1.96 3.05 1.60
H 1.64 3.11 2.64
H 2.62 5.15 -0.75
H 3.15 3.05 -1.99
H 2.84 0.86 -0.80
```

The value obtained for the relative energy (zero: lowest compared OMol25 entry of this formula, charge and spin) is 0.0 kcal/mol. The LUMO energy comes out at 0.0148 Eh. For the gap between HOMO and LUMO, the calculation gives 9.71 eV.

Here is what natural (NBO) gives for the atomic charges, in e:
1 O -0.605
2 C 0.677
3 N -0.442
4 C -0.240
5 H 0.248
6 C -0.244
7 N -0.672
8 S 2.319
9 O -0.941
10 O -0.927
11 C -0.327
12 C -0.173
13 C -0.044
14 C -0.219
15 C -0.191
16 C -0.187
17 H 0.238
18 H 0.225
19 H 0.232
20 Cl 0.023
21 H 0.244
22 C -0.241
23 H 0.200
24 C -0.249
25 H 0.259
26 H 0.194
27 H 0.247
28 H 0.207
29 H 0.231
30 H 0.196
31 C -0.181
32 C -0.109
33 C -0.258
34 C 0.042
35 N -0.421
36 C 0.046
37 H 0.192
38 H 0.192
39 H 0.221
40 H 0.239